# C5H8O2

A single C5H8O2 molecule (ωB97M-V/def2-TZVPD, the OMol25 dataset).

Atoms and positions in Å:
C -1.037569 -1.191217 -0.497152
C 0.127115 -0.505691 0.204722
O 1.044256 -1.534952 0.554408
C 0.794490 0.588109 -0.670900
C 0.278464 1.888988 -0.147632
O -0.735822 1.896287 0.533042
C -0.150229 0.198942 1.528135
H -1.781661 -0.447333 -0.798942
H -0.711353 -1.749900 -1.383160
H -1.508804 -1.896215 0.194436
H 1.602264 -1.156602 1.253592
H 1.885547 0.543029 -0.586185
H 0.550201 0.510421 -1.741116
H 0.829791 2.829406 -0.297853
H -1.186687 0.026729 1.854606

Atoms 1-2, force components in eV/Å:
-0.09 0.01 0.01
-0.15 0.12 -0.09

## Properties
gap between HOMO and LUMO = 8.6 eV
ΔE to the lowest compared entry with this formula, charge and spin = 441.9 kJ/mol
lowest unoccupied orbital energy = 0.12 eV

Which charges does Mulliken predict for the atoms? In e, they are:
1. C -1.684
2. C 1.464
3. O -0.609
4. C -0.942
5. C 0.182
6. O -0.441
7. C -0.722
8. H 0.366
9. H 0.392
10. H 0.377
11. H 0.412
12. H 0.303
13. H 0.315
14. H 0.390
15. H 0.198